Entry 1:
The following is a DFT calculation (ωB97M-V/def2-TZVPD) of C33H92F3HfN6O17S as an isolated structure in a non-equilibrium geometry.

As for the spin multiplicity: 1. As for the total charge: +3.

Geometry (Å):
Hf 1.072 13.486 1.262
C 0.083 17.735 -0.925
F 0.626 18.832 -1.438
F 0.003 17.938 0.388
F -1.104 17.512 -1.439
S 1.270 16.269 -1.266
O 0.750 15.629 -2.451
O 2.579 16.856 -1.459
O 1.244 15.346 -0.107
C 2.808 16.541 1.946
O 1.829 15.609 2.445
H 2.270 17.447 1.668
H 3.515 16.881 2.706
H 3.413 16.177 1.122
H 1.519 16.014 3.300
C -1.698 13.935 -3.797
O -1.610 13.078 -2.642
H -0.732 14.414 -3.943
H -1.967 13.410 -4.713
H -2.423 14.725 -3.599
H -2.472 12.701 -2.441
C 1.164 11.405 -3.022
C 1.877 12.355 -2.055
C 2.861 13.255 -2.827
O 3.645 13.994 -1.893
C 4.785 14.691 -2.443
N 0.873 13.060 -1.162
H 0.626 11.923 -3.816
H 0.460 10.718 -2.549
H 1.939 10.773 -3.456
H 2.474 11.638 -1.482
H 2.241 13.907 -3.452
H 3.442 12.635 -3.510
H 4.527 15.629 -2.939
H 5.354 14.078 -3.140
H 5.379 14.958 -1.569
H 0.029 12.541 -1.445
H 0.581 13.921 -1.645
C 0.983 19.514 3.749
C 1.601 18.435 4.617
C 1.645 18.912 6.058
O 2.359 17.917 6.786
C 2.430 18.082 8.205
N 0.813 17.167 4.635
H 0.038 19.905 4.123
H 0.852 19.098 2.750
H 1.657 20.362 3.629
H 2.624 18.280 4.276
H 0.675 19.128 6.527
H 2.178 19.854 6.233
H 1.456 18.438 8.549
H 3.213 18.824 8.372
H 2.697 17.137 8.669
H 1.262 16.617 5.373
H -0.047 17.446 5.107
C 4.203 23.176 -4.474
C 3.979 22.118 -3.370
C 2.541 22.103 -2.838
O 2.288 23.331 -2.159
C 2.833 23.376 -0.868
N 4.301 20.822 -3.982
H 3.340 23.164 -5.140
H 5.133 23.022 -5.018
H 4.234 24.160 -4.003
H 4.745 22.268 -2.598
H 2.453 21.208 -2.209
H 1.822 22.000 -3.650
H 2.802 22.427 -0.312
H 2.306 24.046 -0.187
H 3.895 23.637 -0.864
H 5.281 20.855 -4.231
H 4.115 20.116 -3.275
C 3.928 17.160 -5.376
C 2.643 17.858 -5.811
C 1.628 18.154 -4.682
O 0.458 18.575 -5.382
C -0.424 19.329 -4.590
N 3.016 19.152 -6.447
H 4.223 17.546 -4.395
H 4.763 17.351 -6.047
H 3.729 16.085 -5.352
H 2.156 17.313 -6.621
H 1.987 18.930 -4.001
H 1.370 17.228 -4.154
H -0.722 18.737 -3.717
H -1.240 19.602 -5.256
H 0.051 20.248 -4.225
H 3.304 19.806 -5.711
H 2.065 19.452 -6.667
C -2.771 21.552 3.455
C -3.329 21.335 2.056
C -2.316 20.808 1.070
O -1.350 21.839 0.833
C -0.383 21.340 -0.066
N -4.533 20.516 2.124
H -1.881 22.177 3.409
H -2.565 20.607 3.967
H -3.527 21.997 4.105
H -3.678 22.257 1.574
H -2.817 20.628 0.112
H -1.800 19.913 1.439
H 0.382 22.096 -0.234
H -0.815 21.133 -1.052
H 0.054 20.417 0.317
H -5.268 20.996 2.629
H -4.969 20.331 1.227
C -1.674 14.598 5.001
C -1.246 14.290 3.564
C -1.433 15.367 2.524
O -0.867 14.872 1.291
C -1.837 15.052 0.227
N 0.137 13.703 3.578
H -1.042 15.379 5.432
H -1.684 13.739 5.670
H -2.673 15.037 5.023
H -1.865 13.457 3.212
H -0.959 16.293 2.857
H -2.499 15.569 2.433
H -1.340 14.870 -0.728
H -2.153 16.089 0.148
H -2.706 14.398 0.269
H -0.036 12.884 4.167
H 0.674 14.256 4.250
C 4.521 19.722 0.342
C 5.214 18.821 -0.692
O 4.315 18.707 -1.795
O 5.130 19.496 1.622
H 3.486 19.371 0.405
H 4.570 20.763 0.024
H 5.349 17.850 -0.205
H 6.163 19.210 -1.051
H 3.642 18.028 -1.599
H 4.819 20.183 2.219
C -4.121 17.893 -0.745
C -4.196 18.701 -2.009
O -4.391 20.052 -1.576
O -4.263 16.486 -1.048
H -4.923 18.159 -0.054
H -3.186 17.921 -0.183
H -5.065 18.453 -2.624
H -3.283 18.687 -2.612
H -4.454 20.576 -2.382
H -4.790 16.033 -0.387
C 4.420 13.400 1.378
C 4.018 13.376 2.855
O 2.681 12.913 3.072
O 3.294 13.698 0.532
H 4.760 12.423 1.019
H 5.307 14.002 1.173
H 4.049 14.349 3.347
H 4.753 12.725 3.328
H 2.679 12.343 3.854
H 3.618 13.886 -0.399

Force components x, y, z for each atom (eV/Å):
2.455 6.957 -1.205
1.286 0.531 0.054
-0.167 -0.788 -0.317
-0.348 -0.538 0.473
0.035 -0.131 -0.005
1.275 1.133 -2.373
-0.567 -0.297 0.638
-1.452 -0.838 1.038
-0.327 -1.023 2.114
0.321 1.383 -0.114
0.359 -1.567 -0.214
0.086 -0.063 -0.422
-0.147 -0.493 0.360
-0.482 -0.313 -0.126
-0.706 0.120 -0.076
-0.192 0.454 0.011
0.333 -0.149 0.267
0.020 -0.158 0.109
-0.056 -0.225 0.155
-0.053 0.012 -0.134
-0.097 0.044 -0.312
0.117 0.147 -0.463
0.975 -1.320 -0.355
-1.555 0.105 0.512
0.308 -0.115 -0.571
0.207 0.568 0.215
-0.878 -1.399 0.534
0.063 0.045 -0.026
0.016 0.167 0.283
-0.106 0.034 -0.221
0.040 0.471 0.677
0.337 0.386 0.030
0.347 -0.050 0.301
-0.425 -0.156 -0.023
-0.064 -0.246 0.174
0.250 -0.084 -0.172
-0.289 -0.159 0.504
0.517 0.490 0.190
0.074 -0.302 -0.615
-0.450 1.131 0.982
1.524 0.377 1.471
-0.488 -1.077 -0.495
-0.004 0.815 -0.814
0.619 -0.347 -0.208
-0.120 -0.165 0.001
-0.325 0.145 -0.174
0.065 -0.043 0.200
-0.010 -0.420 0.099
-0.411 -0.479 -0.363
0.112 0.159 -0.697
0.122 -0.023 0.387
-0.146 0.023 0.549
-0.038 -0.020 -0.111
0.158 0.154 0.176
-0.339 -0.172 -0.422
-0.692 0.279 1.157
0.807 -0.039 -1.604
1.337 0.541 0.010
-0.742 -0.742 0.383
0.682 -0.285 0.885
-0.996 -0.074 0.238
0.192 -0.049 -0.271
-0.044 -0.120 -0.021
0.039 0.089 -0.177
-0.552 0.442 0.514
-0.284 0.145 0.459
0.060 0.217 -0.136
-0.244 -0.405 -0.451
-0.184 0.452 -0.594
-0.009 0.287 -0.161
0.022 -0.448 -0.003
0.633 -0.253 -0.230
-0.645 -0.187 0.475
1.275 1.408 -0.139
-0.244 -1.086 -1.347
0.291 0.175 0.329
0.371 -0.005 -0.282
-1.294 -0.368 0.410
0.077 -0.213 0.126
-0.228 0.041 -0.249
0.309 -0.110 0.309
-0.181 -0.304 0.315
0.158 0.016 0.017
0.109 0.084 0.330
-0.456 0.089 -0.046
-0.259 -0.075 0.374
0.026 0.029 0.015
0.298 -0.133 -0.123
0.400 0.738 -0.630
-0.345 0.019 -0.021
-0.869 0.680 -0.369
0.067 0.697 -0.254
0.090 -0.744 0.094
-0.126 0.540 -0.184
-0.413 -1.320 0.212
-0.043 0.029 0.167
0.265 -0.204 -0.376
0.082 0.403 -0.151
0.682 0.572 0.483
-0.018 -0.449 0.093
-0.040 -0.257 0.020
0.031 0.006 0.233
-0.181 -0.127 -0.016
0.223 0.017 0.114
0.235 0.067 0.304
0.445 0.168 -0.288
-0.175 1.070 -0.304
-1.053 -1.089 0.405
0.572 0.189 1.602
-0.087 -1.222 0.398
0.249 0.329 -1.902
-0.520 -0.389 -0.414
0.178 -0.153 0.017
0.094 -0.160 -0.222
-0.100 -0.196 -0.101
-0.079 -0.065 0.018
0.321 0.053 -0.521
0.006 -0.140 -0.310
0.077 -0.262 0.108
-0.046 -0.017 0.531
0.151 -0.129 0.575
0.285 -0.452 -0.414
0.495 0.349 -0.616
0.637 -0.713 0.203
-1.317 0.201 0.207
0.445 -0.203 -0.051
-0.166 0.172 -0.165
-0.225 0.290 -0.236
-0.111 0.067 0.114
0.324 -0.114 -0.071
0.022 0.010 0.077
0.614 0.749 -0.134
0.204 0.043 0.018
-0.448 -1.658 0.684
-0.079 1.243 0.044
0.159 0.017 -0.070
0.306 -0.370 -0.554
0.018 0.422 -0.177
0.157 0.983 -0.176
0.171 -0.674 0.098
-0.021 -0.533 0.012
-0.074 0.276 0.181
-0.309 0.309 0.018
0.089 -1.535 -0.063
1.580 0.884 -0.234
-0.968 -0.784 -1.534
-1.735 -0.097 2.346
-0.123 -0.255 0.550
-0.452 0.760 0.258
0.257 0.077 -0.329
-0.239 -0.062 0.264
-0.266 -0.146 -0.130
-0.712 0.005 -1.415

***

Entry 2:
The following is a DFT calculation (ωB97M-V/def2-TZVPD) of an isolated molecule of C23H32N4O7.

As for the spin multiplicity: 1. For the energy relative to the best compared isomer or geometry (same formula, charge and spin), the calculation gives 158.1 kJ/mol.

Geometry (Å):
C 3.859 -1.897 6.954
C 3.153 -0.969 5.972
C 2.364 -1.719 4.900
C 1.186 -2.503 5.480
N 0.384 -3.076 4.418
C 0.582 -4.316 3.868
O 1.360 -5.150 4.241
C -0.414 -4.388 2.699
O -0.584 -5.271 1.905
N -1.107 -3.205 2.763
C -1.910 -2.677 1.690
C -1.007 -1.763 0.832
O 0.172 -1.644 1.091
N -1.677 -1.166 -0.169
C -1.201 -0.257 -1.127
C 0.132 0.120 -1.216
C 0.566 1.018 -2.175
O 1.879 1.363 -2.347
C 2.871 0.822 -1.496
C 2.928 1.505 -0.132
C -0.369 1.598 -3.065
N 0.064 2.466 -4.060
C 0.887 3.612 -3.722
C 0.002 4.834 -3.448
O -0.810 5.141 -4.563
C -1.633 4.049 -4.904
C -0.788 2.797 -5.183
C -1.703 1.198 -2.964
C -2.131 0.275 -2.024
O -3.432 -0.148 -1.856
C -4.387 0.122 -2.860
C -4.162 -0.697 -4.127
C -0.603 -2.366 3.755
O -0.997 -1.266 4.018
H 4.482 -2.611 6.420
H 3.144 -2.448 7.559
H 4.495 -1.322 7.623
H 3.899 -0.347 5.474
H 2.479 -0.305 6.516
H 1.973 -1.004 4.173
H 3.025 -2.411 4.373
H 1.532 -3.331 6.101
H 0.540 -1.840 6.061
H -2.278 -3.519 1.099
H -2.741 -2.105 2.108
H -2.669 -1.341 -0.266
H 0.819 -0.331 -0.523
H 3.806 1.001 -2.037
H 2.739 -0.260 -1.384
H 3.757 1.099 0.441
H 3.077 2.575 -0.258
H 2.008 1.346 0.424
H 1.500 3.391 -2.853
H 1.539 3.824 -4.576
H 0.609 5.722 -3.265
H -0.631 4.637 -2.568
H -2.187 4.352 -5.795
H -2.343 3.855 -4.084
H -1.415 1.947 -5.451
H -0.127 3.016 -6.030
H -2.426 1.632 -3.633
H -4.419 1.194 -3.089
H -5.341 -0.155 -2.402
H -4.938 -0.472 -4.853
H -3.192 -0.473 -4.564
H -4.194 -1.759 -3.894

Force components x, y, z for each atom (eV/Å):
-0.079 0.224 -0.076
0.047 -0.218 -0.121
-0.099 0.145 0.211
0.259 0.137 -0.007
0.017 0.080 0.124
0.315 -0.224 0.255
-0.116 0.039 -0.189
-0.253 -0.313 -0.362
0.193 0.091 0.158
-0.370 0.165 -0.107
0.337 0.056 0.111
-0.388 -0.313 0.219
0.188 0.055 -0.078
-0.422 0.088 -0.260
-0.073 0.246 -0.335
0.124 0.008 0.030
-0.232 0.121 -0.093
-0.345 0.006 -0.185
0.300 -0.035 0.308
-0.168 -0.113 -0.376
0.135 -0.269 0.301
0.211 -0.051 -0.345
-0.145 0.513 0.255
0.349 -0.179 0.088
-0.013 0.097 -0.120
-0.023 -0.289 -0.155
-0.230 0.256 0.014
-0.085 -0.006 0.046
0.264 -0.178 0.247
0.457 -0.012 0.258
-0.314 -0.054 -0.395
0.084 0.159 0.374
-0.096 -0.187 0.081
-0.009 0.216 -0.020
0.088 -0.122 -0.018
-0.023 -0.118 0.111
0.066 -0.031 0.112
-0.051 0.082 0.028
0.001 0.112 -0.020
-0.010 -0.050 -0.057
0.005 -0.021 -0.073
-0.107 0.077 0.004
0.047 -0.107 0.010
-0.007 0.098 0.059
0.039 -0.081 -0.099
0.111 -0.088 0.154
0.076 0.006 0.026
-0.114 -0.122 0.086
0.020 0.062 -0.076
0.093 -0.037 0.097
0.036 0.089 0.010
-0.051 0.000 0.104
0.010 0.068 -0.083
0.036 0.031 0.072
-0.010 -0.052 0.076
0.060 0.031 -0.041
-0.033 -0.077 0.053
0.016 0.008 -0.074
0.005 -0.012 -0.040
-0.102 -0.024 -0.010
-0.070 0.048 -0.059
-0.004 -0.074 0.095
0.101 0.129 -0.089
-0.079 0.015 -0.107
0.045 -0.003 -0.097
-0.016 -0.096 -0.009

***

Entry 3:
The following is a DFT calculation (ωB97M-V/def2-TZVPD) of C28H30CdN6O4Se as an isolated structure in a non-equilibrium geometry.

As for the spin multiplicity: 1. As for the total charge: -2. For the energy relative to the best compared isomer or geometry (same formula, charge and spin), the calculation gives 182.9 kJ/mol.

Geometry (Å):
Cd 0.829 -0.732 -0.602
N 8.123 -0.919 0.671
C 7.551 -0.771 -0.559
O 8.224 -0.509 -1.519
C 6.047 -0.912 -0.634
C 5.256 -1.264 0.438
C 3.882 -1.369 0.260
N 3.290 -1.134 -0.907
C 4.052 -0.802 -1.935
C 5.434 -0.685 -1.843
H 9.124 -1.009 0.649
H 7.640 -1.440 1.381
H 5.662 -1.465 1.423
H 3.228 -1.640 1.084
H 3.527 -0.618 -2.864
H 6.036 -0.415 -2.700
C -3.898 -0.030 2.301
N -3.685 -1.306 1.595
N -3.344 -1.087 0.251
C -2.149 -1.768 -0.052
O -1.565 -1.724 -1.111
C -1.796 -2.472 1.174
C -2.669 -2.117 2.110
C -2.654 -2.426 3.564
C -4.359 -0.759 -0.674
C -4.004 -0.247 -1.923
C -4.999 0.028 -2.851
C -6.342 -0.179 -2.551
C -6.685 -0.664 -1.297
C -5.702 -0.957 -0.358
H -4.651 0.541 1.766
H -2.969 0.546 2.350
H -4.268 -0.243 3.304
H -0.930 -3.117 1.274
H -1.889 -3.177 3.765
H -3.624 -2.802 3.901
H -2.408 -1.531 4.145
H -2.958 -0.083 -2.148
H -4.713 0.417 -3.822
H -7.109 0.039 -3.286
H -7.726 -0.836 -1.047
H -5.964 -1.357 0.612
C -1.818 2.145 -1.620
C -0.579 2.976 -1.474
C -0.644 4.354 -1.338
C 0.502 5.149 -1.163
C 1.737 4.492 -1.100
C 1.855 3.113 -1.231
C 3.188 2.443 -1.121
C 0.696 2.253 -1.469
N 0.777 0.951 -1.741
H -2.720 2.773 -1.610
H -1.877 1.407 -0.809
H -1.782 1.568 -2.553
H -1.623 4.836 -1.371
H 0.431 6.229 -1.059
H 2.642 5.083 -0.943
H 3.979 3.171 -0.892
H 3.441 1.915 -2.052
H 3.170 1.674 -0.337
Se 0.886 -6.015 -0.286
C 0.971 -4.226 -0.552
N 1.034 -3.073 -0.720
C 0.189 0.053 3.803
C 0.006 -0.114 2.302
O -1.104 0.136 1.811
O 1.056 -0.556 1.693
H -0.719 0.452 4.257
H 1.027 0.729 3.996
H 0.432 -0.919 4.245

Force components x, y, z for each atom (eV/Å):
-0.231 0.237 -0.166
0.057 -0.236 0.422
-0.977 -0.179 0.488
0.609 0.290 -1.018
0.684 0.031 0.119
-0.402 -0.181 0.498
0.148 -0.065 0.175
0.203 -0.141 0.405
0.149 0.097 -0.273
-0.207 0.100 -0.598
0.059 0.013 0.033
-0.006 0.090 0.009
-0.049 0.041 -0.003
0.029 0.057 -0.060
-0.011 0.105 -0.017
-0.065 0.011 -0.010
-0.097 0.151 0.053
-0.226 0.152 0.122
0.078 -0.073 -0.146
-0.041 0.043 0.620
-0.159 0.011 -0.647
0.243 -0.499 -0.423
-0.366 -0.057 0.223
0.067 0.037 0.099
0.272 -0.102 0.139
0.015 -0.079 -0.126
0.082 -0.031 0.048
0.046 0.009 0.031
0.090 -0.014 0.039
-0.117 0.018 -0.017
-0.156 -0.041 -0.030
-0.149 -0.111 -0.003
-0.068 -0.057 -0.007
-0.176 0.157 -0.060
-0.066 0.033 -0.015
0.038 0.023 -0.003
-0.024 -0.069 -0.061
-0.185 -0.062 0.017
-0.005 -0.006 0.061
0.035 0.001 0.043
0.019 0.016 0.019
0.016 0.000 -0.016
0.053 0.172 -0.033
0.309 0.037 0.097
0.217 -0.091 -0.030
-0.045 -0.218 -0.014
-0.152 -0.168 -0.062
-0.365 0.013 0.000
0.139 0.034 -0.054
-0.120 -0.276 -0.106
0.166 0.767 0.070
0.065 -0.098 0.005
0.001 0.034 -0.054
0.035 0.061 0.074
0.039 -0.048 0.021
0.000 -0.096 -0.011
-0.045 -0.073 0.007
-0.081 -0.104 -0.035
-0.017 0.033 0.100
0.014 0.023 -0.050
0.002 0.034 0.020
0.116 0.768 -0.135
-0.119 -0.664 0.315
0.113 0.094 0.180
0.735 -0.347 -0.415
0.863 0.207 -0.090
-1.044 0.180 0.235
0.050 -0.006 0.022
-0.080 -0.092 0.007
-0.007 0.102 -0.027

***

no.,calculated total energy (eV)
1,-99725.87015
2,-44664.35502
3,-116565.07239